11
Properties=species:S:1:pos:R:3 method="wB97M-V/def2-TZVPD" energy_ha=-355.6266 homo_lumo_gap_ev="9.070 / 9.069" e_above_lowest_ev=5.379
C -1.685 0.355 0.030
N -0.329 -0.124 -0.208
N 1.197 0.570 0.596
O 2.162 0.902 -0.345
N -0.169 -1.380 -0.286
O 1.013 -1.763 -0.313
H 2.305 0.118 -0.907
H 1.623 -0.163 1.171
H -2.426 -0.275 -0.473
H -1.913 0.388 1.099
H -1.777 1.372 -0.365



13
Properties=species:S:1:pos:R:3 method="wB97M-V/def2-TZVPD" energy_ha=-286.4448 homo_lumo_gap_ev=10.364 e_above_lowest_ev=5.085
C -1.270 -0.804 -0.614
C -0.483 -0.024 0.395
C -0.705 1.320 0.282
N -0.173 2.426 -0.282
C 1.148 -0.242 0.480
O 1.773 0.171 -0.714
H -1.020 -1.740 -0.479
H -2.196 -0.347 -0.479
H -0.592 -0.523 -1.525
H -0.776 -0.252 1.420
H 1.228 -1.387 0.908
H 1.703 0.318 1.281
H 1.362 1.084 -0.671



Please write out number 2 again, unchanged.
13
Properties=species:S:1:pos:R:3 method="wB97M-V/def2-TZVPD" energy_ha=-286.4448 homo_lumo_gap_ev=10.364 e_above_lowest_ev=5.085
C -1.270 -0.804 -0.614
C -0.483 -0.024 0.395
C -0.705 1.320 0.282
N -0.173 2.426 -0.282
C 1.148 -0.242 0.480
O 1.773 0.171 -0.714
H -1.020 -1.740 -0.479
H -2.196 -0.347 -0.479
H -0.592 -0.523 -1.525
H -0.776 -0.252 1.420
H 1.228 -1.387 0.908
H 1.703 0.318 1.281
H 1.362 1.084 -0.671